Computed, not measured: a structure of composition C26H17BrF4N3OPPdS, with wB97M-V/def2-TZVPD.

Results
Kohn-Sham gap (spin up / spin down) = 3.983 / 3.996 eV
HOMO level (spin up / spin down) = 0.020 / 0.020 Ha
Charge = -2

Each line ends with the Löwdin charge.
CARTESIAN COORDINATES (ANGSTROEM)
Pd  -1.947  -1.394  0.024  0.0737
N  -2.555  -1.526  4.300  -0.0072
C  -2.727  -1.212  2.954  -0.9759
S  -3.405  -2.469  1.971  0.3652
N  -2.352  -0.010  2.634  -0.0527
N  -2.473  0.308  1.302  -0.1291
C  -2.191  1.527  1.015  -0.1608
C  -2.289  2.135  -0.291  -0.1646
C  -1.874  3.469  -0.402  -0.1074
C  -1.948  4.187  -1.580  -0.1676
C  -2.449  3.541  -2.718  -0.1549
C  -2.857  2.232  -2.660  -0.0660
C  -2.820  1.448  -1.454  -0.4444
O  -3.225  0.250  -1.455  -0.1424
H  -3.159  -2.267  4.609  0.0250
H  -2.499  -0.719  4.905  0.0556
H  -1.855  2.177  1.833  0.1010
H  -1.469  3.948  0.487  0.0906
H  -1.629  5.223  -1.626  0.0651
H  -2.509  4.084  -3.659  0.0768
H  -3.230  1.734  -3.550  0.0916
F  2.860  -6.225  0.369  0.0848
C  2.349  -5.004  0.133  -0.1553
C  3.114  -3.870  0.391  -0.1566
F  4.415  -4.024  0.702  0.0835
C  2.558  -2.623  0.271  -0.2235
F  3.383  -1.570  0.439  0.0701
C  1.205  -2.429  -0.056  -0.3067
P  0.303  -0.876  0.037  0.9783
C  0.737  -0.095  -1.582  -0.3129
C  2.024  0.376  -1.856  -0.1014
C  2.335  0.886  -3.106  -0.1092
C  1.369  0.927  -4.103  -0.1138
C  0.091  0.460  -3.839  -0.0836
C  -0.224  -0.052  -2.587  -0.0963
C  1.205  0.164  1.230  -0.3507
C  1.254  1.553  1.092  -0.0992
C  1.686  2.351  2.141  -0.1031
C  2.063  1.782  3.349  -0.1212
C  1.985  0.403  3.508  -0.1017
C  1.543  -0.393  2.467  -0.1018
C  0.485  -3.598  -0.419  -0.5333
Br  -1.241  -3.412  -1.234  0.8005
C  1.054  -4.847  -0.322  -0.2776
F  0.365  -5.955  -0.644  0.0530
H  2.779  0.345  -1.081  0.0942
H  3.338  1.250  -3.306  0.0878
H  1.610  1.339  -5.077  0.0863
H  -0.674  0.509  -4.604  0.0979
H  -1.235  -0.377  -2.365  0.0618
H  0.941  2.007  0.159  0.1011
H  1.719  3.428  2.017  0.0926
H  2.387  2.410  4.171  0.0835
H  2.244  -0.048  4.459  0.0914
H  1.439  -1.464  2.606  0.1095